A 12-piece molecular cluster, C12H48O12 overall. Source: OMol25; level of theory: ωB97M-V/def2-TZVPD.

Each line ends with the Mulliken charge.
Cartesian coordinates (Å):
O -0.259 2.200 1.698  -0.362
O 0.880 1.078 -2.524  -0.081
O -0.607 2.828 -0.862  -0.231
O 3.735 0.769 2.052  -0.464
O -2.132 1.406 -3.315  -0.504
O 1.980 -1.480 -3.167  -0.432
O 2.876 -2.698 1.026  -0.466
O -0.957 -0.349 0.741  -0.017
O 0.007 -1.463 4.859  -0.554
O -2.250 -2.760 1.265  -0.513
O 4.921 -0.284 -0.085  -0.656
O -4.625 -1.344 1.911  -0.490
C -0.985 -1.218 3.852  -0.156
C -2.585 -3.114 -0.118  -0.469
C 0.031 -0.938 -0.159  -0.551
C 1.098 1.879 -3.673  -0.659
C -3.060 1.481 -2.222  -0.360
C 3.967 -0.510 -1.122  -0.206
C 2.916 -3.797 0.105  -0.562
C -1.142 2.978 2.510  -0.784
C -0.192 4.182 -1.072  -0.816
C 1.020 -2.202 -3.900  -0.623
C -4.194 -0.036 1.812  -0.298
C 2.683 1.688 2.160  -0.300
H 1.491 -2.899 -4.539  0.331
H -3.371 -0.095 1.126  -0.022
H 0.318 -2.701 -3.202  0.155
H 1.905 1.393 2.915  0.199
H -5.490 -1.461 2.327  0.256
H 4.514 -0.644 -2.022  0.367
H -1.353 -1.147 1.166  -0.241
H -3.055 -2.566 1.707  0.274
H -1.737 -2.017 3.806  0.262
H -1.064 4.938 -0.910  0.216
H 3.101 2.668 2.389  0.376
H 4.514 0.149 0.680  0.465
H 2.666 -4.774 0.621  0.190
H 0.342 -1.562 -4.473  0.250
H 2.182 1.762 1.158  -0.039
H 3.203 0.274 -1.104  0.089
H -0.634 1.256 1.662  0.265
H -3.428 0.449 -2.114  0.143
H 0.060 4.301 -2.153  0.276
H -3.912 2.182 -2.462  0.368
H -1.731 -3.672 -0.485  0.195
H -0.447 2.513 0.064  0.350
H 0.311 -2.332 4.650  0.323
H -1.995 3.422 1.958  0.269
H 2.209 -3.563 -0.670  0.184
H -0.579 3.719 3.086  0.273
H 3.536 -2.035 0.841  0.362
H -4.832 0.723 1.390  0.410
H 4.142 0.637 2.882  0.239
H -3.796 0.497 2.721  0.204
H 0.884 -0.238 -0.229  -0.149
H 1.550 -0.738 -2.719  0.250
H 0.442 -1.853 0.250  0.473
H 3.950 -3.918 -0.190  0.313
H -2.556 1.884 -1.323  0.080
H 0.284 1.562 -1.923  0.237
H 0.698 4.405 -0.459  0.294
H -1.538 -0.286 4.080  0.155
H 0.139 2.344 -4.041  0.069
H 3.463 -1.448 -1.004  -0.036
H -0.368 -0.910 -1.163  0.330
H -1.650 2.363 3.251  0.261
H -3.479 -3.741 -0.087  0.375
H -2.055 2.271 -3.733  0.270
H 1.601 1.149 -4.348  0.237
H 1.771 2.696 -3.365  0.272
H -0.548 -1.077 2.835  0.062
H -2.782 -2.172 -0.621  0.071

## Properties
highest occupied orbital energy	-9.192	eV
SMILES	CO.CO.CO.CO.CO.CO.CO.CO.CO.CO.CO.CO
spin multiplicity	1
ΔE to the lowest compared entry with this formula, charge and spin	128.4	kcal per mole


A 12-piece molecular cluster, C12H48O12 overall. Source: OMol25; level of theory: ωB97M-V/def2-TZVPD.

Each line ends with the Mulliken charge.
Cartesian coordinates (Å):
O 2.120 2.470 3.120  -0.676
O 3.171 -0.013 1.040  -0.480
O 1.045 -0.771 -4.188  -0.406
O -1.729 0.375 3.007  -0.582
O 0.579 0.809 1.063  0.053
O -1.991 2.161 -0.027  -0.354
O 2.232 -2.413 1.803  -0.463
O -1.726 4.362 -2.244  -0.548
O -0.611 -2.291 1.285  -0.453
O -2.507 -0.528 0.523  -0.231
O -0.237 -1.638 4.200  -0.659
O -0.557 3.293 2.950  -0.664
C 4.220 -3.482 2.253  -1.499
C -3.561 -1.006 -0.287  0.740
C -4.899 -0.557 0.395  -1.438
C 2.935 -3.622 1.541  0.702
C 0.534 4.076 -1.407  -0.933
C -0.079 4.007 -3.924  -1.407
C -3.515 -2.604 -0.296  -1.503
C 2.960 -3.677 0.095  -1.080
C -0.322 4.630 -2.535  0.672
C 0.887 -0.271 -2.868  0.349
C -0.444 -0.762 -2.233  -0.676
C 2.171 -0.748 -2.121  -0.850
H -2.259 -0.068 2.344  0.315
H -3.376 -0.566 -1.267  0.308
H -2.366 0.818 3.568  0.285
H 0.885 0.818 -2.882  0.178
H 1.454 -2.473 1.243  0.093
H 3.411 -2.750 -0.259  0.122
H -1.267 -0.211 -2.687  0.347
H 2.341 -4.444 1.941  0.298
H 1.843 1.922 2.385  0.330
H -0.446 2.982 -3.979  0.322
H -0.955 2.437 2.789  0.265
H -0.279 4.665 -4.769  0.402
H -5.739 -0.801 -0.255  0.462
H 4.161 -3.293 3.325  0.378
H 3.024 -0.905 1.353  0.579
H -0.605 -1.838 -2.306  0.384
H 3.595 -4.470 -0.299  0.457
H -1.829 2.644 -0.837  0.132
H -2.631 -3.022 -0.778  0.231
H -4.918 0.509 0.623  0.340
H 0.315 3.093 3.289  0.358
H -4.362 -3.079 -0.789  0.438
H 0.480 4.672 -0.496  0.366
H -3.637 -2.967 0.724  0.374
H -2.321 0.371 0.244  0.041
H 2.154 -0.127 -1.225  0.039
H 4.877 -4.349 2.187  0.406
H 1.593 4.096 -1.666  0.453
H 3.031 -0.388 -2.686  0.388
H 0.984 3.925 -4.151  0.357
H 2.780 3.055 2.748  0.303
H -2.615 2.704 0.455  0.195
H 0.219 0.053 1.528  0.277
H -0.119 1.079 0.466  -0.198
H 2.130 -1.805 -1.861  0.354
H 1.057 -1.731 -4.165  0.431
H 0.305 3.047 -1.132  -0.226
H -0.541 -3.097 0.773  0.308
H -0.597 -2.367 3.696  0.335
H -2.228 4.887 -2.871  0.303
H -5.048 -1.110 1.322  0.328
H -0.435 -0.578 -1.159  0.017
H -0.075 5.690 -2.603  0.237
H 4.799 -2.645 1.861  0.327
H 2.293 0.351 0.928  0.283
H -0.357 -0.874 3.635  0.277
H -1.403 -1.866 0.957  0.044
H 2.000 -3.796 -0.408  0.348

## Properties
highest occupied orbital energy (alpha / beta)	-12.574 / -12.543	eV
charge	+1
expectation value of S²	0.759
spin multiplicity	2
ΔE to the lowest compared entry with this formula, charge and spin	0.0	kcal per mole


An isolated molecule of C12H4Cl4I2. Source: OMol25; level of theory: ωB97M-V/def2-TZVPD.

Each line ends with the Mulliken charge.
Cartesian coordinates (Å):
I -1.494 1.696 5.277  0.008
I 1.219 -1.886 -5.351  0.074
Cl 3.346 -1.906 -2.454  -0.185
Cl -2.481 0.789 -1.491  -0.137
Cl -0.264 2.791 -0.405  -0.126
Cl -0.233 -1.306 4.626  -0.185
C 0.743 -1.202 -3.261  -0.515
C -0.306 1.625 0.944  0.043
C 1.714 -1.207 -2.265  0.175
C -0.818 0.986 3.181  -0.269
C -0.504 -0.514 -3.062  -0.414
C -0.743 1.958 2.249  -0.386
C 0.086 -0.155 -0.783  0.424
C -0.232 0.264 0.690  0.420
C -0.363 -0.319 3.113  0.116
C 1.274 -0.868 -0.992  -0.610
C -0.857 0.064 -1.841  0.154
C -0.069 -0.694 1.735  -0.618
H 1.888 -1.095 -0.095  0.394
H -1.063 2.979 2.416  0.391
H -1.182 -0.367 -3.752  0.599
H 0.341 -1.633 1.521  0.647

## Properties
highest occupied orbital energy	-9.268	eV
SMILES	Clc1cc(-c2cc(Cl)c(I)cc2Cl)c(Cl)cc1I
spin multiplicity	1


A 15-piece molecular cluster, C12H53BClIN2O18P overall. Source: OMol25; level of theory: ωB97M-V/def2-TZVPD.

Each line ends with the Mulliken charge.
Cartesian coordinates (Å):
I 0.306 3.498 -0.069  -0.120
Cl 3.539 -1.026 0.653  -0.442
P 2.091 0.372 1.692  0.844
O -1.686 -2.704 -6.773  -0.677
O -1.189 -2.089 4.026  -0.621
O -1.867 -3.694 -3.971  -0.510
O 1.028 3.890 2.671  -0.518
O 8.486 -0.633 4.185  -0.614
O 0.479 1.736 5.808  -0.586
O 0.833 3.955 -7.982  -0.595
O -2.537 2.243 2.601  -0.564
O -4.284 1.962 -8.243  -0.637
O -0.715 -0.687 -3.740  -0.078
O 1.083 -1.749 -5.833  -0.715
O 3.522 2.377 3.402  -0.518
O -5.843 -2.889 5.915  -0.618
O -4.756 -1.529 -4.644  -0.630
O -8.365 -4.735 7.238  -0.650
O -2.273 -0.671 -2.121  -0.550
O -1.709 2.480 -7.736  -0.591
O -4.005 -1.506 3.698  -0.658
N 3.510 -0.950 5.044  -0.740
N 5.057 0.991 2.068  -0.110
C 1.960 -0.931 3.142  -0.902
C -1.159 -0.860 -2.479  0.284
C -0.123 -1.332 -1.481  -0.788
C 0.814 1.572 2.531  0.054
C 2.472 -0.493 4.476  0.214
C -1.680 1.503 -4.415  -1.186
C 0.441 -0.131 -0.663  0.014
C 0.787 2.996 1.993  -0.192
C 0.699 -0.613 0.783  -1.910
C 5.860 0.520 3.195  -0.976
C 5.587 2.252 1.539  -1.254
C -1.668 -0.027 -4.585  0.594
B 3.648 1.320 2.474  0.895
H 1.880 0.261 5.027  0.158
H 5.777 1.130 4.115  0.212
H -2.004 -4.624 -4.186  0.233
H 3.788 2.087 4.284  0.249
H 1.181 4.664 -7.430  0.293
H -5.584 -1.163 -4.313  0.289
H -4.405 1.031 -8.459  0.309
H 5.644 -0.537 3.353  0.205
H -2.135 3.111 2.473  0.296
H -2.683 -0.434 -4.506  -0.301
H -2.512 -2.334 -6.439  0.316
H 0.405 -1.864 -6.511  0.350
H 8.397 -1.502 4.592  0.302
H -0.362 0.607 -0.597  0.066
H -0.217 1.210 2.436  0.646
H -0.232 -0.703 1.357  0.448
H 9.119 -0.769 3.471  0.304
H -1.346 -0.222 -5.610  0.292
H -5.732 -2.399 6.737  0.317
H 2.435 -1.884 2.906  0.513
H -4.585 2.034 -7.330  0.311
H -7.533 -4.527 6.794  0.330
H 0.882 -1.154 3.270  0.184
H -1.489 -2.001 4.938  0.291
H 0.270 2.678 5.825  0.263
H 3.628 -0.477 5.942  0.293
H -2.612 1.857 -3.967  0.347
H 0.668 -1.848 -2.039  0.262
H -4.493 -0.716 3.440  0.305
H -0.822 1.865 -3.846  0.287
H -0.558 -2.077 -0.815  0.501
H -3.085 -1.302 3.469  0.370
H -5.326 -2.390 5.270  0.325
H 2.201 1.260 0.532  -0.146
H 0.984 1.697 3.595  -0.273
H -2.455 2.920 -8.157  0.303
H 1.615 3.466 -8.261  0.307
H -1.323 -3.023 3.823  0.275
H -0.956 2.686 -8.301  0.277
H 1.352 0.233 -1.137  0.354
H -1.640 1.946 -5.413  0.189
H -1.198 -2.938 -5.972  0.339
H 0.659 -1.190 -5.166  0.348
H -0.172 1.336 6.395  0.246
H -2.172 -3.621 -3.058  0.274
H 1.077 -1.634 0.667  0.835
H 6.906 0.566 2.882  0.298
H -9.009 -4.167 6.800  0.315
H -4.260 -1.751 -3.845  0.322
H 4.837 2.785 0.938  0.342
H -3.466 2.380 2.386  0.261
H 6.452 2.080 0.886  0.294
H 5.865 2.943 2.357  0.328

## Properties
highest occupied orbital energy	-3.844	eV
charge	-1
spin multiplicity	1